(1)
Molecular formula: C16H12IN2O8S4SbW
Method: DFT, ωB97M-V with the def2-TZVPD basis set

Cartesian coordinates (Å):
W1 -1.3793 -2.0550 1.0521
C1 -2.5766 -1.7635 -3.1296
C2 -1.7335 -0.5397 -2.9445
N1 -1.7014 0.3637 -3.9047
C3 -0.9414 1.4505 -3.7182
C4 -0.1897 1.6655 -2.5855
C5 0.5842 2.9420 -2.4521
O1 1.9896 2.6872 -2.6013
C6 -0.2149 0.7093 -1.5532
C7 0.6792 0.9704 -0.3905
N2 0.2791 1.5639 0.6557
C8 1.2634 2.0102 1.5609
C9 2.3503 2.7547 1.1000
C10 3.2741 3.2973 1.9780
C11 3.1218 3.1033 3.3429
C12 2.0504 2.3585 3.8131
C13 1.1176 1.8168 2.9368
I1 -0.4159 0.6391 3.6764
C14 -1.0006 -0.4292 -1.7209
O2 -1.1122 -1.4412 -0.9002
H1 -3.0586 -1.7276 -4.1051
H2 -3.3300 -1.8334 -2.3416
H3 -1.9685 -2.6657 -3.0395
H4 -0.9418 2.1888 -4.5153
H5 0.3939 3.3932 -1.4725
H6 0.2466 3.6423 -3.2236
H7 2.4645 3.4789 -2.3316
H8 1.7334 0.7195 -0.5408
H9 2.4513 2.9051 0.0319
H10 4.1097 3.8698 1.5940
H11 3.8354 3.5218 4.0421
H12 1.9347 2.1850 4.8750
O3 2.5029 -1.5677 0.1719
C15 1.4341 -2.0623 0.4274
O4 0.5491 -1.5399 1.2595
C16 0.9114 -3.3998 -0.1771
O5 1.5966 -4.0520 -0.9293
O6 -0.2877 -3.6691 0.2369
S1 -2.8087 -7.0178 2.6183
Sb1 -2.9260 -4.7100 2.4960
S2 -1.1271 -3.4019 3.1881
S3 -3.1725 -3.6446 0.4318
S4 -4.7669 -4.9621 3.8793
O7 -2.5579 -0.5527 0.9611
O8 -2.6622 -1.2019 2.2477

## Properties
- HOMO-LUMO gap (alpha / beta): 6.342 / 6.471 eV
- 2S+1: 3
- ⟨S²⟩: 2.0153
- Total charge: -2


(2)
Molecular formula: C16H12IN6O3Ti
Method: DFT, ωB97M-V with the def2-TZVPD basis set

Cartesian coordinates (Å):
Ti1 0.8269 -2.0630 0.1061
C1 -3.5804 -2.8709 -0.5115
C2 -3.1920 -1.4299 -0.4224
N1 -4.1355 -0.4986 -0.4184
C3 -3.8129 0.7918 -0.3624
C4 -2.5125 1.2698 -0.2942
C5 -2.2395 2.7565 -0.2826
O1 -1.3109 3.1164 -1.3009
C6 -1.4877 0.3080 -0.2717
C7 -0.1051 0.7390 -0.2922
N2 0.9707 0.0113 -0.4226
C8 2.1772 0.7324 -0.7530
C9 2.1277 1.9920 -1.3529
C10 3.2891 2.6848 -1.6522
C11 4.5316 2.1306 -1.3909
C12 4.6101 0.8530 -0.8576
C13 3.4398 0.1802 -0.5617
I1 3.6567 -1.8080 0.0900
C14 -1.8564 -1.0340 -0.3402
O2 -0.8698 -1.9691 -0.3053
H1 -4.6482 -2.9402 -0.6970
H2 -3.3551 -3.3938 0.4203
H3 -3.0427 -3.3748 -1.3155
H4 -4.6444 1.4872 -0.3814
H5 -1.8149 3.0566 0.6787
H6 -3.1821 3.2916 -0.3909
H7 -1.7697 3.5559 -2.0239
H8 0.0244 1.8134 -0.2649
H9 1.1797 2.4367 -1.6274
H10 3.2151 3.6600 -2.1131
H11 5.4387 2.6684 -1.6282
H12 5.5730 0.3905 -0.6896
N3 0.6998 -2.0380 2.2068
C15 0.5524 -2.1156 3.3515
N4 0.2470 -2.2456 4.6061
C16 1.0702 -2.1329 5.5734
N5 1.8250 -2.0776 6.4836
O3 0.9689 -4.1309 0.2656
N6 1.1357 -3.8032 -0.8576

## Properties
- HOMO-LUMO gap (alpha / beta): 6.531 / 4.698 eV
- 2S+1: 2
- ⟨S²⟩: 0.7859
- Total charge: +2


(3)
Molecular formula: C16H12N3O13V
Method: DFT, ωB97M-V with the def2-TZVPD basis set

Cartesian coordinates (Å):
V1 -0.4176 -0.1435 -0.7987
O1 0.4671 -1.5973 3.0101
C1 -0.0517 -1.2199 1.8797
O2 0.5740 -1.1448 0.8268
C2 -1.5092 -0.8412 1.9362
O3 -2.0180 -0.8332 0.6049
C3 -2.5986 -2.0812 0.1574
C4 -1.7172 -2.6968 -0.9212
O4 -1.8004 -3.8304 -1.2681
O5 -0.8840 -1.7856 -1.4334
H1 1.4210 -1.7666 2.9172
H2 -1.5660 0.1730 2.3355
H3 -2.0712 -1.5166 2.5783
H4 -3.5698 -1.8507 -0.2795
H5 -2.7334 -2.7724 0.9859
O6 0.4625 2.0624 2.1919
C5 0.4865 1.8597 1.0081
O7 -0.5402 1.3251 0.3408
C6 1.6413 2.2297 0.1314
C7 2.4840 3.2654 0.5060
C8 3.5092 3.6341 -0.3402
C9 3.7272 3.0062 -1.5525
C10 2.8797 1.9820 -1.9126
C11 1.8518 1.5557 -1.0734
O8 1.1213 0.4713 -1.3921
N1 3.0556 1.3631 -3.2348
O9 4.1837 1.1363 -3.5928
O10 2.0430 1.1618 -3.8807
N2 4.3983 4.7486 0.0496
O11 4.1891 5.2653 1.1239
O12 5.2645 5.0592 -0.7365
H6 2.3363 3.7746 1.4483
H7 4.5384 3.3118 -2.1986
O13 -1.5912 0.6533 -2.0779
N3 -1.6460 2.0004 -2.1452
C12 -2.5696 2.6526 -1.4260
C13 -2.6562 4.0224 -1.5211
C14 -1.7818 4.7028 -2.3579
C15 -0.8398 3.9905 -3.0857
C16 -0.7868 2.6189 -2.9679
H8 -3.1965 2.0337 -0.8034
H9 -3.4050 4.5427 -0.9425
H10 -1.8378 5.7791 -2.4441
H11 -0.1469 4.4840 -3.7513
H12 -0.0842 1.9796 -3.4861

## Properties
- HOMO-LUMO gap (alpha / beta): 7.846 / 8.554 eV
- 2S+1: 2
- ⟨S²⟩: 0.7583
- Total charge: +1


| no. | energy (Eh) |
| --- | --- |
| 1 | -3526.3078 |
| 2 | -2317.6548 |
| 3 | -2702.9830 |